Computed, not measured: C40H63BN9O8Pb as an isolated structure in a non-equilibrium geometry, with the ωB97M-V functional and the def2-TZVPD basis.

Values from the calculation:
Frontier orbital gap, eV: 4.4
Calculated total energy, Ha: -2874.16562
Energy above the lowest of the compared OMol25 structures with the same formula, charge and spin, kJ/mol: 602.5
E_LUMO, Ha: -0.29788
Net charge: +1

Last column: Mulliken charge in e.
Cartesian coordinates (Å):
Pb: 5.970 1.316 -0.385  1.563
O: 2.723 -0.936 2.394  -0.560
C: 2.180 -0.719 1.358  0.774
O: 0.913 -0.880 1.075  -0.023
B: 0.635 -0.282 -0.229  0.498
O: 2.012 0.087 -0.780  -0.485
C: 2.878 -0.221 0.075  0.282
O: 4.091 -0.034 -0.046  -0.842
O: -0.204 0.896 -0.137  0.029
C: -1.025 0.933 -1.220  0.699
O: -1.731 1.839 -1.486  -0.522
C: -0.756 -0.374 -1.997  0.252
O: 0.082 -1.117 -1.292  -0.517
O: -1.251 -0.705 -3.025  -0.576
C: 0.964 -1.882 5.362  -0.925
C: -0.075 -0.785 5.061  0.577
C: -1.009 -0.498 6.251  -0.734
C: -1.757 -1.697 6.617  0.318
N: -2.362 -2.660 6.803  -0.527
H: 0.533 -2.881 5.378  0.409
H: 1.398 -1.629 6.343  0.439
H: 1.848 -1.832 4.729  -0.162
H: -0.538 -1.115 4.135  -0.042
H: 0.535 0.118 5.013  -0.084
H: -1.717 0.310 6.088  0.369
H: -0.277 -0.216 7.009  0.345
C: -6.642 -0.406 -4.817  -1.565
C: -5.546 0.630 -4.573  0.122
C: -4.103 0.232 -4.893  0.256
C: -4.067 -0.774 -5.979  -0.067
N: -4.095 -1.522 -6.846  -0.471
H: -6.780 -0.530 -5.891  0.387
H: -7.577 -0.022 -4.412  0.444
H: -6.402 -1.373 -4.376  0.345
H: -5.620 1.019 -3.558  0.213
H: -5.762 1.445 -5.269  0.070
H: -3.538 -0.243 -4.091  0.040
H: -3.518 1.022 -5.369  0.219
C: 3.652 3.398 4.272  -1.342
C: 3.138 1.976 4.491  0.043
C: 4.326 0.971 4.440  -0.036
C: 5.063 0.959 3.197  0.307
N: 5.647 0.899 2.223  -0.462
H: 4.212 3.388 3.328  0.275
H: 4.420 3.667 4.999  0.388
H: 2.844 4.114 4.180  0.378
H: 2.595 1.649 3.599  -0.111
H: 2.556 1.836 5.394  0.459
H: 4.016 -0.063 4.608  -0.240
H: 4.985 1.209 5.282  0.598
C: 3.656 -4.743 5.134  -1.393
C: 4.455 -3.525 4.670  0.431
C: 5.313 -3.867 3.433  -0.232
C: 6.254 -4.959 3.664  0.029
N: 6.986 -5.812 3.813  -0.379
H: 4.328 -5.543 5.454  0.460
H: 3.128 -5.172 4.278  0.338
H: 2.991 -4.523 5.966  0.379
H: 5.086 -3.237 5.515  0.295
H: 3.816 -2.705 4.343  -0.412
H: 5.811 -2.935 3.165  0.226
H: 4.649 -4.191 2.629  0.262
C: -1.143 -3.781 2.179  -0.851
C: -2.580 -3.308 2.406  -0.251
C: -3.279 -3.885 3.643  -0.320
C: -3.869 -5.189 3.371  0.098
N: -4.337 -6.198 3.093  -0.430
H: -0.557 -3.991 3.081  0.271
H: -0.578 -3.155 1.493  -0.087
H: -1.164 -4.800 1.769  0.486
H: -3.135 -3.562 1.506  0.466
H: -2.506 -2.231 2.574  0.158
H: -4.082 -3.182 3.880  0.354
H: -2.668 -3.855 4.544  0.110
C: -0.103 5.782 1.295  -1.286
C: -0.470 4.587 2.168  -0.188
C: -1.039 3.364 1.430  0.218
C: -1.112 2.266 2.373  0.293
N: -1.163 1.403 3.112  -0.391
H: 0.338 6.591 1.870  0.399
H: -0.972 6.061 0.704  0.306
H: 0.644 5.509 0.535  0.296
H: -1.214 4.978 2.873  0.310
H: 0.334 4.324 2.865  0.074
H: -0.478 3.189 0.513  -0.201
H: -1.994 3.635 0.973  0.266
C: -4.209 5.000 -4.685  -1.287
C: -5.326 4.246 -3.963  -0.137
C: -5.044 3.801 -2.547  0.371
C: -4.489 4.848 -1.693  0.052
N: -4.077 5.687 -1.029  -0.507
H: -3.979 6.010 -4.332  0.404
H: -4.475 5.148 -5.731  0.396
H: -3.255 4.479 -4.543  0.208
H: -5.631 3.440 -4.628  0.013
H: -6.189 4.915 -4.070  0.333
H: -4.300 2.999 -2.555  -0.167
H: -5.947 3.452 -2.043  0.355
C: 0.498 2.507 -4.015  -0.467
C: 1.679 1.919 -4.772  -0.146
C: 1.459 1.596 -6.240  -0.559
C: 1.263 2.708 -7.178  0.055
N: 1.092 3.575 -7.903  -0.407
H: 0.790 2.508 -2.961  0.035
H: -0.350 1.837 -4.172  -0.013
H: 0.197 3.524 -4.255  0.483
H: 2.010 0.961 -4.351  0.020
H: 2.581 2.518 -4.592  0.419
H: 0.565 0.973 -6.351  0.226
H: 2.293 1.039 -6.676  0.388
C: 2.930 -2.806 -3.644  -0.907
C: 1.525 -3.330 -3.903  0.114
C: 1.354 -3.803 -5.354  -0.414
C: 2.569 -4.360 -5.966  0.122
N: 3.535 -4.796 -6.430  -0.434
H: 2.919 -2.304 -2.665  -0.085
H: 3.313 -2.100 -4.384  0.324
H: 3.687 -3.583 -3.538  0.470
H: 0.688 -2.705 -3.591  -0.005
H: 1.388 -4.166 -3.208  0.254
H: 1.114 -2.999 -6.051  0.242
H: 0.609 -4.598 -5.328  0.342